Molecular formula: C4H12S2
Method: DFT, the ωB97M-V functional and the def2-TZVPD basis

Computed properties:
**Kohn-Sham gap**: 9.450 eV
**ΔE to the lowest compared entry with this formula, charge and spin**: 135.7 kJ/mol
**Highest occupied orbital energy**: -8.55 eV
**SMILES**: CSC.CSC

Geometry as ORCA input:
```
! wB97M-V def2-TZVPD RIJCOSX def2/J DEFGRID3
* xyz 0 1
S 2.42305 0.28348 -1.43973
S -1.32302 -0.05572 1.99842
C -2.87986 -0.20568 0.93716
C -0.40526 0.96044 0.82994
C 0.69574 -0.10044 -1.93488
C 2.61030 -0.66651 0.12688
H -2.74648 -0.86194 0.06072
H 0.59521 -1.19326 -1.82425
H 0.45256 0.17165 -2.97577
H -0.24386 0.53359 -0.17423
H 3.28733 -0.00045 0.68778
H 1.66145 -0.75266 0.68265
H -3.65065 -0.64567 1.59207
H 3.07284 -1.66583 0.06343
H -3.23449 0.77891 0.58871
H -0.85786 1.96013 0.71868
H -0.03037 0.38931 -1.26441
H 0.57330 1.07060 1.32683
*
```



Molecular formula: C30H58N4OSSbSi4TeZr
Method: DFT, the ωB97M-V functional and the def2-TZVPD basis

Computed properties:
**Kohn-Sham gap (spin up / spin down)**: 5.448 / 5.447 eV
**Highest occupied orbital energy (spin up / spin down)**: -15.04 / -15.04 eV

Geometry as ORCA input:
```
! wB97M-V def2-TZVPD RIJCOSX def2/J DEFGRID3
* xyz 3 1
Te 1.10414 0.10847 -1.28917
Sb -1.05377 -5.03193 -0.97660
Zr -0.05829 -2.18053 -0.32096
S -2.55544 -0.26290 0.97741
Si 4.03438 2.44136 -2.74568
Si -0.00550 3.63237 -2.79013
Si 1.84738 2.48413 -1.81003
Si 2.07525 3.24270 0.43712
O -1.67926 -1.67719 0.41877
N 1.27621 -2.43398 1.49780
N 2.21958 -1.40531 3.52539
N 1.39163 -3.75400 3.60090
N 3.46346 -3.20637 2.40091
C -5.17001 0.58144 0.51976
C -6.15841 0.62867 -1.72008
C -1.66774 -6.19015 -2.73011
C -1.33920 4.05917 -1.53907
C -3.14406 -4.64377 -0.28986
C -4.33522 -1.89125 2.33292
C 3.69774 2.82306 1.19832
C 0.67249 5.23403 -3.56932
C -6.25978 0.73210 -0.30521
C -0.70203 -3.26625 -2.51028
C 1.44193 -1.17478 2.30508
C 3.56231 -1.97332 3.19038
C -5.07929 -2.31990 3.45134
C -0.73898 2.56674 -4.15374
C 0.57647 2.84751 1.54603
C -4.92240 0.13283 -2.19181
C 2.71740 -4.21431 3.23591
C 4.17216 2.59860 -4.62600
C -4.80959 -1.74091 4.65948
C -3.08249 -0.34328 3.66984
C 4.81611 4.12647 -2.19735
C 1.59359 -2.45941 4.34578
C -3.28968 -0.96923 2.43258
C -3.84681 -0.17731 -1.39016
C -4.01850 -0.00240 -0.01690
C 5.15925 1.09381 -2.04927
C -3.83186 -0.73238 4.79179
C 2.64303 -2.88667 1.20377
C 2.02276 5.12919 0.33971
C 0.60818 -3.47397 2.35664
H 4.39297 3.67132 -4.92477
H 3.63638 3.26177 2.22165
H -5.22123 0.94217 1.55150
H 0.00787 2.38538 -4.96029
H 1.88431 -0.37835 1.65100
H 5.88349 3.97071 -2.13800
H -3.08656 -3.57157 -0.00415
H -7.02914 0.75531 -2.34918
H 0.07997 6.06695 -3.19777
H 1.73973 5.37661 -3.38774
H -2.85625 -0.51423 -1.77430
H 3.19215 -2.11550 0.69299
H -3.23278 -5.22033 0.62325
H -1.66211 3.17989 -0.94523
H -0.20136 3.57982 1.58270
H -7.26336 0.97665 0.14134
H 0.46736 -0.81255 2.62674
H -2.05232 -7.16432 -2.37645
H -5.76010 -3.15234 3.33174
H 3.86179 1.71054 1.22992
H 2.62657 -5.22056 2.79762
H 0.60032 5.12877 -4.65685
H 1.01103 5.53098 0.50081
H 0.47386 -4.42903 1.79404
H 0.94074 2.77110 2.54889
H 4.97928 1.94354 -4.94980
H -0.12442 -2.30664 -2.48208
H 2.32539 5.48521 -0.66519
H -1.65399 -2.98944 -2.89941
H -2.22770 4.61369 -1.96461
H 5.28874 0.18214 -2.73270
H -0.38353 -3.16093 2.73782
H 4.49362 3.34543 0.66533
H -2.38668 -5.64986 -3.34477
H 4.14217 -1.27243 2.61252
H -1.08145 1.59111 -3.79966
H 4.14433 -2.14082 4.07517
H 4.78378 4.87978 -2.93702
H 6.18512 1.53347 -1.90485
H 2.50214 -3.78018 0.57181
H 2.80263 5.50939 1.04079
H -1.59794 3.17918 -4.54863
H -0.13043 -3.88341 -3.25801
H 3.24322 2.24674 -5.11786
H 3.22456 -4.23573 4.18477
H -0.72234 -6.38884 -3.24879
H 2.00336 -2.62657 5.31999
H 0.61292 -2.03150 4.50825
H -4.64567 -2.21673 1.33145
H 0.05707 1.89924 1.34669
H 4.50119 4.53192 -1.24823
H -3.98698 -4.88232 -1.00625
H -3.65817 -0.24075 5.73588
H -2.24972 0.39184 3.80402
H 4.84711 0.75830 -1.02417
H -5.42360 -1.97074 5.54273
H -4.77585 0.15287 -3.27990
H -0.86863 4.75274 -0.86067
*
```



Molecular formula: C4H15N2O3
Method: DFT, the ωB97M-V functional and the def2-TZVPD basis

Computed properties:
**Kohn-Sham gap**: 7.981 eV
**ΔE to the lowest compared entry with this formula, charge and spin**: 0.0 kJ/mol
**Highest occupied orbital energy**: -4.20 eV

Geometry as ORCA input:
```
! wB97M-V def2-TZVPD RIJCOSX def2/J DEFGRID3
* xyz -1 1
O 1.09930 2.34484 -2.77226
O 2.36454 -0.80964 2.32924
O -0.21818 1.99074 -0.64641
N 1.21871 0.18694 -0.07915
N -2.56781 0.08016 0.39566
C 0.56131 1.44715 0.30489
C 0.38155 -0.85251 -0.67287
C -0.55715 -1.57409 0.30039
C -2.08599 -1.25758 0.24509
H 1.43166 2.10035 0.55011
H 2.14942 -0.36090 1.46753
H 1.06887 -1.58742 -1.11624
H -2.42401 -1.65215 -0.72650
H 0.57581 2.24510 -1.86649
H -2.49234 -1.91523 1.02154
H -0.17962 -0.46922 -1.54859
H -0.15751 -1.42780 1.29514
H -0.52499 -2.63945 0.10443
H 1.93193 -0.26401 2.98885
H -1.98097 0.79061 -0.08215
H -2.54824 0.32404 1.35702
H 1.87801 0.45951 -0.79569
H 1.04906 1.54640 -3.31152
H 0.02662 1.29416 1.25800
*
```



Molecular formula: C4H6N
Method: DFT, the ωB97M-V functional and the def2-TZVPD basis

Computed properties:
**Kohn-Sham gap**: 8.051 eV
**ΔE to the lowest compared entry with this formula, charge and spin**: 518.7 kJ/mol
**Highest occupied orbital energy**: -14.10 eV

Geometry as ORCA input:
```
! wB97M-V def2-TZVPD RIJCOSX def2/J DEFGRID3
* xyz 1 1
N 0.77358 0.11052 -0.73852
C -1.68415 -1.01271 -0.45174
C -0.39896 -0.32635 0.08692
C 0.98932 -0.68383 0.46778
C -1.84503 0.27896 0.19816
H 0.79618 -0.35249 -1.73850
H -2.40623 0.37662 1.22882
H -1.84747 1.25675 -0.28405
H 0.99150 1.12087 -0.72797
H 1.49771 -0.20409 1.22147
H 1.10538 -1.77930 0.42585
*
```



Molecular formula: C3H3NOS
Method: DFT, the ωB97M-V functional and the def2-TZVPD basis

Computed properties:
**Kohn-Sham gap**: 8.682 eV
**ΔE to the lowest compared entry with this formula, charge and spin**: 269.3 kJ/mol
**Highest occupied orbital energy**: -9.32 eV

Geometry as ORCA input:
```
! wB97M-V def2-TZVPD RIJCOSX def2/J DEFGRID3
* xyz 0 1
S 0.83744 0.31148 -2.54209
O -0.70268 -0.17599 -0.45494
N 1.10938 0.77339 0.22590
C 0.26591 0.45626 1.25881
C -0.83930 -0.16888 0.93140
C 0.43835 0.44735 -0.76608
H -1.59097 -0.75832 1.29536
H 0.12407 -1.34339 -2.36337
H 0.35781 0.45809 2.41501
*
```



Molecular formula: C12H46AlB4N2O4
Method: DFT, the ωB97M-V functional and the def2-TZVPD basis

Computed properties:
**Kohn-Sham gap**: 4.672 eV
**ΔE to the lowest compared entry with this formula, charge and spin**: 0.0 kJ/mol
**Highest occupied orbital energy**: -4.92 eV

Geometry as ORCA input:
```
! wB97M-V def2-TZVPD RIJCOSX def2/J DEFGRID3
* xyz -1 1
Al -0.02870 0.02212 0.02849
O -2.45793 -0.06156 1.50702
O 0.47838 -2.69013 -0.80529
O 2.23639 0.74751 -1.60613
O -1.42892 2.11584 -0.24523
N 1.37723 2.24705 0.21508
N -2.29945 -1.68302 -0.91703
C -3.28326 -1.15025 1.22235
C 2.40696 0.27167 -2.91859
C 0.66640 3.40674 -0.29053
C -2.79238 2.15432 -0.00254
C 2.82020 2.27812 0.00192
C 2.97538 1.94214 -1.48154
C -0.79418 3.34329 0.14514
C -2.55967 0.54951 2.80587
C -1.96835 -3.11522 -0.92707
C -0.58159 -3.29599 -1.54000
C 1.73175 -3.22213 -1.10473
C -3.59238 -1.39869 -0.25452
B -0.88395 0.39668 -2.75571
B 0.25255 -2.07124 2.39958
B 3.52810 -0.89480 0.97195
B 1.26748 1.21236 2.96218
H -0.87048 -0.74746 -2.76564
H -4.28717 -1.00754 1.65068
H -3.94759 -0.49811 -0.76342
H -2.06740 -0.09373 3.53599
H 3.42146 -0.07962 -3.13870
H 0.30711 1.63379 2.47870
H -3.09739 1.89798 1.01412
H 0.15193 -0.99928 2.79641
H 3.85182 -1.81349 1.57147
H 2.00340 -3.03767 -2.15840
H 0.60807 3.46326 -1.38043
H 0.15474 0.83178 -2.57064
H -0.57096 -2.32780 1.62986
H -0.46715 -2.91064 -2.55675
H 1.79203 -0.60413 -3.12704
H -3.41763 1.50744 -0.62705
H -3.31713 3.07671 -0.28505
H -2.42414 -1.35924 -1.86891
H -3.59936 0.71858 3.09729
H -1.37142 0.73397 -3.73340
H -2.06455 1.51379 2.87804
H 1.77774 0.40559 2.33419
H -1.26151 4.21756 -0.31588
H -2.69056 -3.62467 -1.57472
H 2.57867 -2.67272 -0.69115
H 4.09595 -0.97528 -0.02440
H 2.12214 0.99440 -3.68830
H -0.88805 3.42432 1.23233
H 1.98503 2.09125 3.14135
H 1.06778 4.34229 0.11865
H -4.40431 -2.10143 -0.46431
H -0.46916 -4.38149 -1.63838
H 0.03737 -2.72811 3.31648
H -1.53900 0.76546 -1.87397
H 1.87440 -4.29737 -0.97890
H -3.01746 -2.07980 1.73453
H 1.18083 2.42181 1.20083
H 1.06053 0.67615 3.95559
H 2.42421 -1.04594 0.67056
H -2.06004 -3.53013 0.07573
H 3.34080 1.53593 0.60235
H 4.02794 1.76206 -1.71909
H 2.65479 2.72579 -2.17346
H 1.30045 -2.26610 1.98718
H 3.29925 3.25785 0.13154
H 3.64396 0.07966 1.55346
*
```